Entry 1:
C30H27BrCdN4O8S2 | ωB97M-V/def2-TZVPD

XYZ file:
```
73
C30H27BrCdN4O8S2 ωB97M-V/def2-TZVPD
Cd -0.84 0.58 -0.12
O -0.32 1.44 -2.11
C 0.66 2.22 -2.34
C 1.50 1.98 -3.47
C 2.60 2.74 -3.75
C 2.88 3.92 -2.99
C 2.04 4.24 -1.96
C 0.97 3.35 -1.55
C 0.07 3.75 -0.50
N -0.79 3.00 0.08
C -1.84 3.69 0.82
C -2.37 2.81 1.95
N -2.77 1.52 1.37
C -3.52 0.70 2.04
C -3.94 -0.62 1.66
C -4.71 -1.33 2.56
C -5.08 -2.63 2.30
C -4.71 -3.22 1.11
C -3.96 -2.56 0.17
C -3.46 -1.26 0.46
O -2.62 -0.75 -0.39
H 1.30 1.04 -4.06
H 3.19 2.45 -4.59
H 3.70 4.61 -3.21
H 2.21 5.14 -1.29
H 0.16 4.79 -0.14
H -2.67 3.89 0.10
H -1.43 4.58 1.23
H -3.25 3.25 2.48
H -1.62 2.59 2.76
H -3.95 1.04 2.97
H -5.02 -0.89 3.50
H -5.66 -3.18 3.05
H -4.97 -4.24 0.89
H -3.67 -2.93 -0.81
C 4.00 -0.16 -0.54
C 3.87 1.09 0.25
C 3.15 1.20 1.43
C 2.91 2.40 2.03
C 3.46 3.49 1.43
Br 3.23 5.29 2.20
N 4.25 3.45 0.36
C 4.47 2.28 -0.17
H 3.82 0.05 -1.59
H 3.31 -0.96 -0.27
H 5.02 -0.61 -0.49
H 2.58 0.32 1.77
H 2.13 2.52 2.80
H 5.16 2.22 -1.03
O 0.30 -2.42 0.75
C 0.23 -2.43 -0.48
N 0.21 -1.37 -1.30
S 0.31 -1.78 -2.84
O 1.65 -1.47 -3.33
O -0.85 -1.49 -3.68
C 0.29 -3.58 -2.62
C 0.11 -4.63 -3.54
C 0.01 -5.93 -3.02
C 0.05 -6.15 -1.70
C 0.14 -5.09 -0.79
C 0.26 -3.80 -1.27
H 0.00 -4.40 -4.59
H -0.21 -6.73 -3.74
H -0.22 -7.13 -1.25
H -0.01 -5.21 0.29
C -0.71 -1.35 3.40
S 0.22 0.18 3.25
O 1.57 -0.20 3.62
O -0.45 1.10 4.16
O 0.20 0.60 1.84
H -0.50 -1.68 4.45
H -0.37 -2.11 2.73
H -1.76 -1.23 3.25
```

Results
Max |F|   3.4 eV/Å
E_LUMO   4.17 eV
E_HOMO   -2.48 eV
Net charge   -2
Energy above the lowest of the compared OMol25 structures with the same formula, charge and spin   15.67 kJ/mol

Entry 2:
CHBrI2 | ωB97M-V/def2-TZVPD

XYZ file:
```
5
CHBrI2 ωB97M-V/def2-TZVPD
C 0.02 0.38 0.14
Br -1.42 -0.11 1.27
I 1.30 -2.26 -0.52
I -0.66 1.15 -1.67
H 0.75 0.84 0.77
```

Results
Max |F|   2.4 eV/Å
E_LUMO (alpha / beta)   -2.66 / -2.66 eV
E_HOMO (alpha / beta)   -9.14 / -9.13 eV
Energy above the lowest of the compared OMol25 structures with the same formula, charge and spin   138.09 kJ/mol

Entry 3:
C36H28ClCoN5O4S2 | ωB97M-V/def2-TZVPD

XYZ file:
```
77
C36H28ClCoN5O4S2 ωB97M-V/def2-TZVPD
Co -0.98 -1.82 0.21
S 1.19 -1.90 -0.02
C 1.69 -0.30 0.11
N 2.93 0.05 0.38
C 3.30 1.46 0.54
C 2.55 2.28 -0.47
N 1.11 2.02 -0.29
C 0.22 3.18 -0.50
C 0.29 3.67 -1.92
C -0.20 2.87 -2.96
C -0.13 3.32 -4.27
C 0.41 4.57 -4.55
C 0.90 5.36 -3.52
C 0.84 4.91 -2.21
C 0.67 0.80 -0.10
S -0.97 0.41 -0.15
C 4.05 -0.91 0.43
C 4.90 -0.78 -0.80
C 4.37 -1.07 -2.06
C 5.15 -0.93 -3.19
C 6.46 -0.49 -3.09
C 7.00 -0.20 -1.84
C 6.22 -0.34 -0.70
H 4.37 1.55 0.40
H 3.05 1.77 1.56
H 2.83 2.00 -1.49
H 2.72 3.34 -0.34
H 0.56 3.96 0.19
H -0.78 2.88 -0.21
H -0.63 1.91 -2.74
H -0.51 2.70 -5.07
H 0.45 4.92 -5.57
H 1.32 6.34 -3.74
H 1.21 5.54 -1.41
H 3.63 -1.91 0.54
H 4.62 -0.68 1.33
H 3.35 -1.44 -2.15
H 4.73 -1.17 -4.16
H 7.07 -0.38 -3.97
H 8.02 0.13 -1.75
H 6.64 -0.13 0.27
O -4.86 -5.91 -0.13
C -5.48 -4.76 0.04
O -6.67 -4.66 0.09
C -4.62 -3.53 0.17
C -5.10 -2.25 0.43
Cl -6.67 -1.71 0.71
N -4.05 -1.41 0.50
N -2.91 -2.07 0.25
C -3.24 -3.35 0.08
C -2.09 -4.27 -0.16
O -2.23 -5.47 -0.24
O -0.96 -3.63 -0.27
C -4.09 0.01 0.67
C -3.55 0.56 1.82
C -3.58 1.94 1.99
C -4.15 2.74 1.01
C -4.70 2.17 -0.13
C -4.68 0.80 -0.31
H -3.87 -5.83 -0.16
H -3.15 -0.09 2.59
H -3.17 2.38 2.89
H -4.18 3.81 1.15
H -5.16 2.80 -0.88
H -5.10 0.35 -1.20
N -0.24 -2.54 7.40
C -0.35 -2.42 6.26
C -0.47 -2.27 4.84
C -0.46 -3.39 4.01
C -0.58 -3.23 2.64
C -0.72 -1.96 2.08
C -0.70 -0.85 2.92
C -0.57 -1.00 4.29
H -0.36 -4.38 4.44
H -0.54 -4.11 2.01
H -0.77 0.15 2.51
H -0.56 -0.13 4.94
```

Results
Max |F|   0.6 eV/Å
E_LUMO   -4.98 eV
E_HOMO   -11.76 eV
Net charge   +1
Energy above the lowest of the compared OMol25 structures with the same formula, charge and spin   0.00 kJ/mol

Entry 4:
C21H32N4O3 | ωB97M-V/def2-TZVPD

XYZ file:
```
60
C21H32N4O3 ωB97M-V/def2-TZVPD
C -7.21 -0.39 0.61
C -5.75 0.03 0.55
C -4.82 -0.96 1.24
C -3.35 -0.55 1.17
C -2.42 -1.52 1.88
C -0.98 -1.10 1.79
C 0.01 -1.89 1.41
C 1.45 -1.45 1.36
C 2.17 -1.99 0.14
O 1.57 -2.64 -0.71
N 3.50 -1.71 0.03
C 4.28 -2.31 -1.05
C 5.06 -1.28 -1.86
C 4.18 -0.17 -2.38
C 4.66 1.26 -2.34
C 3.56 0.82 -1.42
C 2.19 1.33 -1.79
O 1.95 2.49 -2.06
N 1.20 0.39 -1.76
C -0.17 0.79 -1.91
C -0.65 1.65 -0.78
N -1.75 2.32 -0.71
C -1.67 2.89 0.53
C -2.73 3.78 1.09
N -0.60 2.59 1.19
O 0.10 1.75 0.32
C 3.77 0.78 0.10
C 4.11 -0.59 0.73
H -7.86 0.33 0.11
H -7.36 -1.36 0.13
H -7.55 -0.49 1.65
H -5.44 0.14 -0.49
H -5.63 1.02 1.01
H -5.11 -1.06 2.29
H -4.94 -1.95 0.80
H -3.05 -0.46 0.12
H -3.23 0.45 1.60
H -2.72 -1.58 2.94
H -2.54 -2.53 1.47
H -0.77 -0.07 2.07
H -0.19 -2.92 1.12
H 1.50 -0.36 1.38
H 1.99 -1.81 2.25
H 4.98 -3.03 -0.62
H 3.58 -2.86 -1.68
H 5.88 -0.87 -1.27
H 5.53 -1.80 -2.71
H 3.56 -0.44 -3.22
H 5.63 1.44 -1.89
H 4.40 1.92 -3.15
H 1.41 -0.59 -1.62
H -0.32 1.36 -2.83
H -0.80 -0.10 -1.95
H -2.53 3.99 2.13
H -2.74 4.72 0.53
H -3.70 3.31 0.98
H 4.54 1.50 0.39
H 2.85 1.15 0.56
H 3.80 -0.59 1.78
H 5.18 -0.76 0.73
```

Results
SMILES string   CCCCC/C=C/CC(=O)N1CC[C@@H]2C[C@]2(C(=O)NCc2nc(C)no2)CC1
Max |F|   0.2 eV/Å
E_LUMO   0.77 eV
E_HOMO   -9.29 eV
Energy above the lowest of the compared OMol25 structures with the same formula, charge and spin   301.70 kJ/mol

Entry 5:
C3H2N2O2 | ωB97M-V/def2-TZVPD

XYZ file:
```
9
C3H2N2O2 ωB97M-V/def2-TZVPD
H -1.58 -2.01 -0.18
N -1.82 -1.03 -0.01
C -0.79 -0.32 0.06
C -0.88 1.11 0.35
N -0.87 2.23 0.63
O 0.49 -0.79 0.03
C 1.55 0.07 -0.25
O 1.61 0.77 -1.20
H 2.30 -0.03 0.54
```

Results
SMILES string   [H]/N=C(/C#N)OC=O
Max |F|   1.1 eV/Å
E_LUMO   -0.02 eV
E_HOMO   -11.68 eV
Energy above the lowest of the compared OMol25 structures with the same formula, charge and spin   107.22 kJ/mol

Q: Which formula does entry 3 have?
A: C36H28ClCoN5O4S2

Q: Among the records above, which one has the lowest max |F|?
A: C21H32N4O3